(1)
{
  "formula": "C5H9FN2",
  "method": "ωB97M-V/def2-TZVPD",
  "molar_mass_g_mol": 116.14,
  "homo_lumo_gap_ev": 9.7,
  "elements": ["C", "C", "C", "C", "C", "H", "H", "H", "H", "H", "H", "H", "H", "H", "N", "N", "F"],
  "positions_angstrom": [[0.06080, 1.59279, -0.10909], [0.72268, 0.20526, 0.28985], [1.85544, -0.09684, -0.59281], [0.43922, -0.54996, 1.46226], [-2.49125, -1.05054, -0.59195], [0.69607, 2.49967, 0.14241], [-0.71257, 1.85262, 0.59992], [-0.48373, 1.76937, -1.01843], [2.57309, 0.79455, -0.59607], [1.24783, -0.27221, -1.63390], [-0.21324, -0.28758, 2.20552], [1.08792, -1.40250, 1.78592], [-3.38880, -0.31554, -0.85123], [-2.22293, -1.94088, -1.15573], [-0.25332, -1.01183, 0.24234], [-1.52499, -0.47722, 0.16953], [2.60777, -1.30914, -0.34853]],
  "forces_ev_per_a": [[1.0, 1.1, 2.9], [-1.8, 1.0, -1.7], [0.7, -0.5, -3.0], [1.0, -3.1, 0.3], [3.2, 3.6, 1.6], [0.2, -1.3, -0.9], [-0.4, -0.6, 0.5], [0.5, -0.8, -0.9], [-0.7, -1.5, -0.3], [2.2, 0.6, 2.0], [-1.4, 1.4, 1.8], [0.0, 1.3, -0.3], [1.8, -2.2, 1.0], [-0.4, -0.1, -0.1], [0.1, -0.2, -0.9], [-4.6, -0.6, -1.9], [-1.3, 1.9, 0.1]]
}

=====

(2)
{
  "formula": "C4H3FN2O",
  "method": "ωB97M-V/def2-TZVPD",
  "molar_mass_g_mol": 114.08,
  "homo_lumo_gap_ev": 10.3,
  "elements": ["C", "C", "C", "C", "H", "H", "H", "N", "N", "O", "F"],
  "positions_angstrom": [[-0.12172, -0.76778, -0.24994], [-1.41577, 0.03654, -0.20316], [0.78600, 0.32610, 0.25575], [2.18290, 0.27764, 0.56134], [-0.09495, -1.64866, 0.40294], [-1.96747, -0.17123, -1.11700], [-2.00776, -0.24475, 0.68143], [0.19516, 1.46535, 0.42189], [3.32550, 0.47503, 0.75652], [-1.08858, 1.39497, 0.01595], [0.20669, -1.14321, -1.52571]],
  "forces_ev_per_a": [[0.2, 0.7, 0.8], [-0.6, -1.6, 0.7], [-0.3, 0.6, 0.5], [3.0, 1.0, 0.4], [-0.2, 0.1, -0.3], [-0.2, 0.5, 0.0], [0.0, -0.2, -0.4], [0.8, -0.5, -0.4], [-3.0, -0.9, -0.4], [0.0, 0.3, -0.3], [0.1, -0.2, -0.4]]
}

=====

(3)
{
  "formula": "C5H15N2",
  "method": "ωB97M-V/def2-TZVPD",
  "molar_mass_g_mol": 103.19,
  "homo_lumo_gap_ev": 10.6,
  "charge": 1,
  "elements": ["C", "C", "C", "C", "C", "N", "N", "H", "H", "H", "H", "H", "H", "H", "H", "H", "H", "H", "H", "H", "H", "H"],
  "positions_angstrom": [[-1.29089, -1.81514, -1.99342], [-1.25187, -0.73737, 1.04604], [-0.61290, -0.56491, -1.56546], [-0.13662, -0.23044, 0.03761], [1.19142, -0.66606, 0.70111], [1.18288, 2.91525, 0.85871], [1.88616, 0.15590, 1.31546], [-1.34788, -1.79578, -3.05492], [-0.86779, -2.61658, -1.52949], [-2.26097, -1.93353, -1.67459], [-0.96419, -1.57929, 1.51287], [-2.09749, -1.14703, 0.50046], [-1.57544, 0.05312, 1.68259], [0.26568, -0.42158, -2.14423], [-1.26851, 0.26106, -1.81129], [-0.17679, 0.87339, -0.06267], [1.50460, -1.64104, 0.68661], [0.96159, 3.01635, -0.12816], [2.04685, 3.41109, 1.02500], [2.84389, 0.03887, 1.70920], [0.55541, 3.36789, 1.47650], [1.41286, 1.05583, 1.41208]],
  "forces_ev_per_a": [[0.4, 1.4, 0.1], [-0.4, 2.1, -3.1], [1.0, 1.0, 2.2], [-1.5, -0.4, -0.7], [-3.1, 0.2, -2.8], [1.1, -0.7, -0.1], [1.6, 1.9, 1.7], [0.4, -0.6, -0.9], [1.8, -2.7, 0.3], [-2.6, 0.5, 0.8], [1.4, -2.7, 2.4], [-0.3, 0.6, -0.4], [-0.2, 0.3, 0.7], [0.9, 0.1, -0.6], [0.0, 0.5, 0.3], [0.4, -0.7, 0.7], [0.7, -2.5, -0.4], [-0.3, 0.3, 0.4], [0.4, 0.0, -0.2], [-1.3, -0.3, -0.2], [-1.2, 0.5, 0.1], [0.8, 1.3, -0.2]]
}

=====

(4)
{
  "formula": "C8H26O5",
  "method": "ωB97M-V/def2-TZVPD",
  "molar_mass_g_mol": 202.29,
  "homo_lumo_gap_ev": 9.8,
  "elements": ["C", "C", "O", "H", "H", "H", "H", "H", "H", "C", "C", "O", "H", "H", "H", "H", "H", "H", "C", "C", "O", "H", "H", "H", "H", "H", "H", "C", "C", "O", "H", "H", "H", "H", "H", "H", "O", "H", "H"],
  "positions_angstrom": [[8.75721, -10.54919, -20.13264], [7.62667, -11.14541, -20.93287], [8.08971, -11.45336, -22.24892], [9.04872, -9.53781, -20.40668], [9.61133, -11.22648, -20.20220], [8.51732, -10.53559, -19.06386], [6.75745, -10.47759, -20.99833], [7.29467, -12.06435, -20.43005], [7.32543, -11.89299, -22.67577], [1.43600, -12.37310, -21.11740], [0.13574, -11.64078, -21.35471], [0.43432, -10.32983, -21.86144], [2.11451, -11.84859, -20.44653], [1.95354, -12.52843, -22.06857], [1.24808, -13.36725, -20.70590], [-0.42004, -11.55293, -20.41447], [-0.48320, -12.17993, -22.07792], [-0.37010, -10.01328, -22.28496], [1.58178, -13.50672, -26.63245], [2.71867, -13.90865, -25.72911], [3.44211, -12.72395, -25.31477], [0.77029, -12.95896, -26.14286], [1.11728, -14.34838, -27.14919], [1.96037, -12.79012, -27.36774], [3.40552, -14.58741, -26.22502], [2.32952, -14.35906, -24.81124], [2.80633, -12.19625, -24.81795], [3.54530, -15.25683, -22.33953], [4.16147, -14.91787, -20.98948], [4.22270, -16.06104, -20.13630], [4.05949, -16.03749, -22.89911], [3.58685, -14.33810, -22.93415], [2.51122, -15.56650, -22.18341], [3.54152, -14.19564, -20.46025], [5.15993, -14.48743, -21.12585], [4.89373, -16.66936, -20.45627], [5.62470, -12.44460, -23.26554], [4.79268, -12.14575, -22.88342], [5.38699, -12.73200, -24.16043]],
  "forces_ev_per_a": [[0.2, -0.3, 0.7], [0.0, -0.1, -0.3], [-0.6, -0.2, 0.2], [0.0, -0.1, -0.3], [0.1, 0.2, -0.2], [-0.2, 0.1, -0.1], [0.1, 0.1, 0.1], [0.0, 0.0, 0.0], [0.5, 0.3, 0.0], [0.1, -0.4, -0.3], [0.2, 0.4, 0.2], [-0.2, -0.4, -0.1], [-0.1, 0.2, 0.1], [0.0, 0.1, 0.0], [-0.1, 0.1, 0.1], [0.0, 0.0, -0.1], [0.0, -0.1, 0.1], [0.1, 0.2, 0.1], [-0.3, 0.5, -0.7], [-0.5, 0.8, 0.8], [0.1, -0.5, -0.1], [0.2, -0.2, 0.4], [0.1, 0.0, 0.0], [0.1, -0.3, -0.2], [0.2, 0.1, 0.1], [0.1, -0.4, -0.2], [0.1, 0.1, -0.1], [-0.1, 0.6, 0.2], [0.4, -0.7, -0.2], [-0.1, 0.1, 0.2], [0.2, 0.0, 0.2], [-0.2, -0.2, -0.2], [0.0, 0.0, -0.2], [0.0, 0.0, 0.0], [-0.1, 0.0, 0.0], [0.0, 0.1, -0.1], [-0.1, -0.2, -0.1], [0.1, 0.0, 0.0], [-0.1, 0.1, 0.2]]
}

=====

Calculated energy, -11024.0677; -11938.9995; -8400.6765; -18954.0755 eV (same order as the records).